[1]
C21H31Cl4MnNO4SbSi3 | the ωB97M-V functional and the def2-TZVPD basis

The geometry in XYZ format:
```
66
Properties=species:S:1:pos:R:3:forces:R:3
Mn 0.586 0.429 -1.887 0.44 0.29 -0.72
Cl -4.440 -2.747 -4.759 -0.01 0.00 -0.01
C -3.470 -1.570 -3.973 0.00 -0.03 0.00
C -4.029 -0.346 -3.590 -0.02 0.02 0.02
Cl -5.689 -0.024 -3.884 -0.01 0.00 -0.01
C -3.246 0.621 -2.960 0.14 -0.11 -0.03
Cl -3.879 2.139 -2.467 -0.01 0.03 0.02
C -1.909 0.341 -2.715 -0.21 -0.02 -0.02
O -1.062 1.192 -2.102 0.02 -0.13 0.03
C -1.357 -0.889 -3.070 -0.09 -0.09 -0.04
O -0.061 -1.055 -2.731 -0.07 0.15 0.09
C -2.126 -1.849 -3.718 0.00 0.17 0.07
Cl -1.394 -3.319 -4.210 0.03 -0.04 0.04
O 4.476 0.578 -1.441 -0.02 0.02 -0.02
C 3.302 0.796 -1.579 0.12 -0.06 -0.06
O 2.386 -0.102 -1.875 -0.15 0.10 0.10
C 2.732 2.186 -1.410 0.01 0.14 0.01
C 3.503 3.311 -1.201 -0.08 -0.10 -0.01
C 2.854 4.534 -1.116 0.02 0.06 0.01
C 1.474 4.595 -1.250 -0.05 -0.04 -0.01
C 0.763 3.425 -1.452 0.12 0.05 0.01
N 1.397 2.250 -1.515 -0.06 -0.21 -0.04
H 4.576 3.205 -1.128 0.00 0.00 0.01
H 3.422 5.441 -0.956 0.00 -0.01 -0.01
H 0.949 5.539 -1.205 0.00 0.00 -0.01
H -0.310 3.397 -1.582 -0.01 0.01 0.01
C -1.738 -2.893 2.329 -0.03 -0.01 -0.03
Si -1.603 -2.394 0.534 -0.09 -0.07 -0.05
C -0.861 -3.745 -0.504 0.00 0.02 0.07
C -3.237 -1.721 -0.053 0.02 -0.03 0.09
Sb 0.157 -0.471 0.531 -0.14 -0.26 0.60
Si -0.703 1.537 1.911 -0.10 0.14 0.02
C -2.167 2.245 1.000 0.03 -0.03 0.07
C 0.707 2.746 2.122 -0.01 -0.05 0.01
C -1.208 0.805 3.556 0.01 0.07 -0.02
Si 2.434 -1.353 1.437 0.20 -0.07 -0.04
C 3.122 -2.553 0.196 -0.03 0.00 0.09
C 3.534 0.112 1.787 -0.08 0.02 0.01
C 1.970 -2.204 3.037 0.02 0.00 -0.03
H -2.464 -3.712 2.370 0.01 0.00 0.01
H -2.119 -2.095 2.968 0.02 0.01 -0.02
H -0.806 -3.265 2.752 0.02 0.02 -0.03
H -1.606 -4.528 -0.672 -0.01 0.02 0.00
H -0.017 -4.202 0.017 0.00 0.01 -0.01
H -0.518 -3.394 -1.476 0.00 0.04 -0.04
H -3.978 -2.522 0.040 0.01 0.00 0.00
H -3.238 -1.388 -1.088 0.05 0.00 -0.05
H -3.574 -0.895 0.577 0.01 0.00 -0.01
H -1.959 2.487 -0.042 0.06 0.01 0.00
H -2.499 3.153 1.511 0.00 0.00 -0.01
H -3.005 1.544 1.000 0.02 -0.01 0.01
H 1.215 2.993 1.189 -0.03 -0.02 0.00
H 1.452 2.356 2.817 0.00 -0.01 0.00
H 0.320 3.676 2.547 -0.02 -0.01 0.00
H -2.115 0.207 3.470 0.01 -0.01 -0.02
H -1.424 1.628 4.245 -0.01 0.00 -0.01
H -0.429 0.195 4.017 0.01 0.00 -0.03
H 3.497 -2.064 -0.702 -0.01 0.05 0.02
H 2.385 -3.302 -0.100 -0.01 0.02 0.01
H 3.951 -3.082 0.676 0.01 0.01 -0.03
H 3.752 0.730 0.916 -0.02 -0.07 0.06
H 4.492 -0.269 2.152 0.00 -0.03 -0.01
H 3.115 0.743 2.573 -0.01 -0.01 0.01
H 1.486 -3.165 2.859 -0.02 0.01 -0.01
H 1.332 -1.606 3.690 -0.01 0.01 -0.03
H 2.895 -2.406 3.586 0.01 0.00 -0.02
```
Positions in Å, forces in eV/Å.

The net charge is +1. As for the multiplicity: 4. The value obtained for the HOMO energy (spin up / spin down) is -10.76 / -10.96 eV. The value obtained for the LUMO energy (spin up / spin down) is -5.503 / -3.946 eV. Its expectation value of S² is 4.1746. As for the total energy: -143540.0008 eV. The calculation puts the frontier orbital gap (spin up / spin down) at 5.3 / 7.0 eV.


[2]
C21H31N3 | the ωB97M-V functional and the def2-TZVPD basis

The geometry in XYZ format:
```
55
Properties=species:S:1:pos:R:3:forces:R:3
C -3.949 -3.086 0.701 -0.04 -0.01 -0.04
N -3.380 -1.853 0.198 -0.02 0.00 -0.31
C -4.099 -0.675 0.650 0.02 0.16 -0.29
C -3.518 0.627 0.066 -0.34 0.01 0.28
C -4.512 1.772 0.266 0.17 -0.25 -0.26
N -2.249 1.039 0.641 0.04 0.06 0.31
C -1.098 0.191 0.364 0.24 -0.34 -0.20
C -0.599 0.343 -1.088 -0.12 0.30 0.20
C -0.389 1.829 -1.448 -0.19 -0.27 -0.08
C 0.730 2.445 -0.663 -0.06 0.06 -0.08
C 2.038 2.390 -1.133 0.00 0.04 -0.02
C 3.080 2.912 -0.388 0.10 0.03 0.02
C 2.829 3.501 0.840 0.10 0.04 0.06
C 1.529 3.573 1.311 0.00 0.05 0.10
C 0.488 3.050 0.565 0.03 0.04 0.04
N 0.633 -0.374 -1.346 0.20 -0.01 0.07
C 0.565 -1.819 -1.322 0.03 -0.14 -0.08
C 1.956 -2.395 -1.626 -0.33 0.03 0.11
C 2.916 -2.031 -0.530 0.07 -0.05 -0.12
C 2.940 -2.759 0.654 0.01 0.01 0.01
C 3.775 -2.389 1.693 -0.03 -0.06 0.09
C 4.595 -1.280 1.565 0.08 0.06 0.06
C 4.579 -0.549 0.390 0.08 0.06 0.07
C 3.747 -0.924 -0.650 0.01 -0.07 -0.01
H -3.859 -3.094 1.788 -0.02 -0.09 0.02
H -3.385 -3.926 0.300 -0.03 -0.09 0.06
H -5.011 -3.215 0.444 0.02 -0.02 0.05
H -3.376 -1.871 -0.818 0.02 0.01 0.13
H -5.173 -0.731 0.394 0.05 -0.01 0.09
H -4.024 -0.644 1.744 -0.07 0.10 -0.01
H -3.358 0.486 -1.009 -0.06 -0.02 -0.01
H -5.437 1.581 -0.272 -0.15 0.00 0.01
H -4.079 2.699 -0.097 0.02 0.09 -0.01
H -4.743 1.891 1.323 -0.05 0.03 0.16
H -2.363 1.124 1.646 -0.01 0.04 -0.07
H -1.316 -0.868 0.556 0.19 0.22 0.01
H -0.291 0.509 1.032 0.01 -0.03 -0.05
H -1.352 -0.068 -1.771 0.01 0.05 0.00
H -0.165 1.888 -2.514 -0.04 0.01 -0.02
H -1.321 2.355 -1.242 0.03 0.08 -0.08
H 2.233 1.933 -2.092 0.01 -0.06 -0.11
H 4.091 2.862 -0.766 0.08 0.00 -0.04
H 3.642 3.908 1.424 0.06 0.03 0.04
H 1.327 4.039 2.265 -0.02 0.04 0.06
H -0.527 3.106 0.931 -0.12 -0.01 0.02
H 1.346 -0.059 -0.693 -0.02 0.01 -0.03
H -0.142 -2.134 -2.097 0.01 -0.05 0.06
H 0.216 -2.228 -0.359 -0.01 -0.02 -0.12
H 1.876 -3.480 -1.714 0.04 -0.01 -0.03
H 2.300 -1.987 -2.577 -0.01 -0.05 -0.05
H 2.300 -3.623 0.760 -0.07 -0.09 0.00
H 3.785 -2.966 2.607 0.00 -0.04 0.06
H 5.244 -0.989 2.378 0.05 0.02 0.06
H 5.216 0.317 0.284 0.05 0.08 -0.01
H 3.739 -0.352 -1.566 -0.02 0.07 -0.12
```
Positions in Å, forces in eV/Å.

The net charge is 0. The value obtained for the HOMO energy is -8.07 eV. Its SMILES is CNC[C@@H](C)NC[C@@H](Cc1ccccc1)NCCc1ccccc1. The value obtained for the energy above the lowest of the compared OMol25 structures with the same formula, charge and spin is 0.1166 eV. The value obtained for the LUMO energy is 0.826 eV. As for the total energy: -26750.4649 eV. The calculation puts the frontier orbital gap at 8.9 eV.


[3]
C21H31N5O3 | the ωB97M-V functional and the def2-TZVPD basis

The geometry in XYZ format:
```
60
Properties=species:S:1:pos:R:3:forces:R:3
C -0.903 5.904 -3.819 -0.12 -0.05 -0.10
C -1.953 5.769 -2.720 0.19 0.08 0.24
C -2.022 4.384 -2.059 -0.12 -0.08 -0.37
C -0.728 3.569 -1.992 0.05 0.11 0.26
C -1.237 2.181 -1.623 -0.02 -0.05 -0.13
C -2.449 1.991 -2.569 0.02 0.01 0.04
O -2.023 1.452 -3.803 -0.02 -0.08 0.01
C -3.454 1.014 -1.957 0.01 0.14 0.02
O -3.530 -0.134 -2.374 0.01 -0.08 -0.07
N -4.200 1.457 -0.926 0.02 -0.03 0.02
C -5.114 0.572 -0.224 -0.03 0.05 -0.02
C -6.384 0.326 -1.037 0.03 -0.05 0.03
N -7.254 -0.637 -0.377 -0.02 0.01 -0.08
C -7.984 -0.171 0.662 0.07 -0.10 0.07
O -7.945 0.996 1.023 -0.01 0.10 0.00
C -8.859 -1.128 1.424 -0.05 0.00 0.06
C -10.217 -0.873 1.547 0.03 -0.06 0.00
C -11.034 -1.695 2.330 0.08 -0.03 0.02
N -10.598 -2.745 3.024 0.00 0.05 -0.03
C -9.296 -2.950 2.907 -0.04 -0.01 -0.01
C -8.375 -2.214 2.148 -0.03 0.06 -0.03
N -7.106 -2.749 2.287 -0.03 -0.02 -0.03
C -7.276 -3.758 3.094 0.02 -0.01 0.02
N -8.562 -3.947 3.509 0.01 0.05 -0.03
C -9.075 -4.947 4.420 0.02 -0.02 0.00
C -7.377 -1.982 -0.958 0.04 0.05 0.04
C -6.014 -2.660 -1.038 -0.03 -0.01 0.01
C -8.082 -1.927 -2.310 0.02 0.01 0.04
C -2.968 3.426 -2.810 0.01 -0.03 0.05
H -0.980 6.878 -4.302 0.00 0.00 0.00
H 0.107 5.811 -3.416 -0.01 0.00 0.00
H -1.022 5.142 -4.592 -0.01 0.00 0.00
H -1.744 6.522 -1.956 0.00 0.01 0.01
H -2.942 6.013 -3.117 0.00 0.01 -0.01
H -2.393 4.512 -1.035 0.00 -0.03 0.01
H -0.247 3.532 -2.971 -0.03 -0.01 0.00
H -0.006 3.965 -1.275 0.01 0.00 -0.01
H -0.518 1.376 -1.773 0.00 0.01 0.02
H -1.562 2.168 -0.579 0.00 0.01 0.03
H -2.264 0.510 -3.770 0.00 0.01 -0.01
H -4.109 2.412 -0.628 -0.01 0.01 0.00
H -4.611 -0.378 -0.041 0.00 -0.01 0.02
H -5.375 1.026 0.730 0.01 -0.02 0.01
H -6.920 1.266 -1.168 -0.01 0.02 -0.01
H -6.107 -0.064 -2.014 -0.01 0.02 0.00
H -10.648 -0.018 1.043 -0.01 0.00 -0.01
H -12.093 -1.483 2.401 -0.02 -0.01 0.00
H -6.486 -4.415 3.428 0.00 -0.01 0.01
H -8.293 -5.678 4.615 -0.01 0.00 0.00
H -9.385 -4.491 5.359 0.00 0.01 0.00
H -9.933 -5.447 3.975 0.00 0.00 0.00
H -8.001 -2.552 -0.273 -0.01 -0.04 -0.02
H -6.131 -3.664 -1.447 0.02 -0.01 -0.01
H -5.327 -2.110 -1.684 0.00 -0.01 -0.01
H -5.581 -2.741 -0.041 0.00 0.00 -0.01
H -8.214 -2.937 -2.701 -0.01 0.00 0.00
H -9.064 -1.461 -2.217 0.00 -0.01 0.00
H -7.502 -1.363 -3.042 0.01 -0.01 -0.01
H -4.013 3.561 -2.525 -0.01 0.01 -0.02
H -2.905 3.600 -3.886 0.01 0.01 0.01
```
Positions in Å, forces in eV/Å.

The net charge is 0. The value obtained for the HOMO energy is -9.11 eV. Its SMILES is CC[C@@H]1CC[C@@](O)(C(=O)NCCN(C(=O)c2ccnc3c2ncn3C)C(C)C)C1. The value obtained for the energy above the lowest of the compared OMol25 structures with the same formula, charge and spin is 0.1180 eV. The value obtained for the LUMO energy is 0.515 eV. As for the total energy: -35875.2831 eV. The calculation puts the frontier orbital gap at 9.6 eV.


[4]
C21H31N5O6STl | the ωB97M-V functional and the def2-TZVPD basis

The geometry in XYZ format:
```
65
Properties=species:S:1:pos:R:3:forces:R:3
O -0.590 -0.057 -4.683 0.12 0.65 0.73
H 0.229 0.365 -4.992 -0.14 -0.07 0.20
Tl 0.457 -0.162 -1.324 0.04 2.19 0.23
N -0.336 2.013 -0.412 1.66 1.50 -0.45
N 1.359 1.702 -2.328 0.77 0.99 -0.01
N -1.460 -0.791 -0.114 -2.16 -2.87 0.28
N -0.694 -1.880 -2.312 -2.11 -2.04 0.83
O -1.315 2.221 0.416 -0.81 -0.75 1.06
O -1.902 -0.181 1.013 0.20 -0.34 -0.61
O -0.407 -2.335 -3.571 0.02 0.38 0.23
O 1.975 1.525 -3.424 0.11 -0.19 -0.18
C 1.451 2.896 -1.650 -0.30 -2.44 -0.34
C 0.574 3.025 -0.546 -1.32 -1.84 0.28
C -2.014 -1.993 -0.370 1.44 3.31 2.09
C -1.555 -2.616 -1.580 2.95 1.19 -2.41
C 0.635 4.153 0.418 -0.34 0.47 0.03
H 1.217 3.871 1.308 -0.19 0.03 -0.24
H -0.380 4.422 0.737 0.31 -0.03 -0.01
H 1.117 5.026 -0.034 -0.21 -0.17 0.21
C 2.465 3.891 -2.057 0.32 0.33 -0.42
H 2.428 4.054 -3.142 0.06 -0.09 0.22
H 3.480 3.543 -1.812 -0.21 0.01 -0.13
H 2.311 4.850 -1.558 0.02 -0.24 -0.14
C -2.971 -2.636 0.571 -0.54 -0.09 -0.02
C -1.960 -3.991 -1.958 -0.41 -0.16 -0.60
H -3.577 -1.877 1.080 0.25 -0.19 -0.14
H -2.433 -3.218 1.335 -0.10 0.30 -0.25
H -3.638 -3.328 0.042 0.16 0.19 0.15
H -1.630 -4.216 -2.977 -0.09 0.05 0.27
H -3.051 -4.093 -1.903 0.25 -0.06 -0.04
H -1.522 -4.735 -1.274 -0.12 0.37 -0.10
H -1.702 0.825 0.822 0.06 0.58 0.01
H -0.454 -1.465 -4.132 0.24 -0.58 0.36
C -1.305 0.893 -3.816 -0.46 0.26 -1.23
H -0.696 1.783 -3.616 -0.19 -0.40 -0.01
H -1.635 0.418 -2.886 0.12 0.01 -0.25
H -2.204 1.188 -4.378 0.28 0.01 0.40
O -3.605 2.751 -1.415 0.20 -0.50 0.63
H -4.431 2.335 -1.122 0.36 0.26 -0.11
H -2.961 2.587 -0.686 -0.39 0.19 -0.52
N 2.277 -0.765 -0.202 0.69 -0.22 -0.14
S 2.661 -1.001 1.362 -0.59 0.60 -0.33
C 1.474 -2.264 1.821 -0.40 -0.45 0.52
C 0.958 -2.358 3.122 0.09 0.08 -0.12
C 0.022 -3.347 3.426 0.06 -0.05 -0.17
C -0.371 -4.261 2.445 0.20 -0.14 -0.18
C 0.193 -4.208 1.166 0.18 0.11 0.32
C 1.126 -3.216 0.862 -0.04 0.19 -0.25
C 2.097 0.452 2.260 0.04 0.37 0.26
C 0.748 0.677 2.497 -0.24 -0.04 0.19
C 0.344 1.795 3.231 0.17 -0.19 -0.06
C 1.298 2.700 3.698 -0.01 -0.16 -0.05
C 2.650 2.518 3.388 -0.04 -0.07 -0.01
C 3.053 1.400 2.664 -0.02 -0.57 -0.11
H 3.136 -0.566 -0.723 -0.37 -0.08 0.16
H 1.278 -1.654 3.889 -0.15 -0.14 -0.16
H -0.405 -3.411 4.429 0.21 0.07 -0.33
H -1.092 -5.049 2.679 0.22 0.31 -0.01
H -0.065 -4.951 0.407 0.09 0.24 0.33
H 1.575 -3.157 -0.131 -0.14 -0.08 0.24
H 0.009 -0.039 2.142 0.09 0.23 0.19
H -0.716 1.932 3.448 0.33 0.04 -0.12
H 0.983 3.551 4.304 0.13 -0.22 -0.22
H 3.395 3.238 3.729 -0.22 -0.22 -0.12
H 4.098 1.221 2.417 -0.12 0.16 0.18
```
Positions in Å, forces in eV/Å.

The net charge is +1. The value obtained for the HOMO energy (spin up / spin down) is -9.67 / -9.78 eV. The value obtained for the energy above the lowest of the compared OMol25 structures with the same formula, charge and spin is 0.0000 eV. The value obtained for the LUMO energy (spin up / spin down) is -4.512 / -4.529 eV. As for the total energy: -57528.8936 eV. The calculation puts the frontier orbital gap (spin up / spin down) at 5.2 / 5.3 eV.


Which value of net charge does entry 2 give?
0